Density functional theory data (ωB97M-V/def2-TZVPD) for a structure of composition C27H42BrN4O3SW.

Properties
Calculated total energy, eV: -123484.879
Net charge: +1
Relative energy (zero: lowest compared OMol25 entry of this formula, charge and spin), eV: 0.462
Spin multiplicity: 3
HOMO (alpha / beta), eV: -10.13 / -10.88
Expectation value of S²: 2.01

Structure (XYZ):
```
79
C27H42BrN4O3SW | the Open Molecules 2025 dataset | ωB97M-V/def2-TZVPD
W 1.353 -0.091 1.061
N 2.343 -0.258 4.974
C 2.247 1.196 4.945
C 2.334 1.819 3.558
N 1.219 1.611 2.565
C -0.125 1.470 3.179
C -0.368 0.040 3.649
N -0.007 -0.952 2.584
C 1.243 2.767 1.620
C 2.521 2.762 0.795
N 2.775 1.398 0.222
H 2.507 -0.574 5.922
H 3.113 -0.578 4.401
H 3.057 1.689 5.496
H 1.323 1.502 5.444
H 3.261 1.489 3.088
H 2.399 2.900 3.720
H -0.848 1.746 2.413
H -0.254 2.168 4.011
H -1.414 -0.078 3.932
H 0.260 -0.191 4.502
H -0.849 -1.308 2.141
H 0.457 -1.749 3.016
H 1.157 3.710 2.169
H 0.383 2.678 0.956
H 3.384 3.056 1.388
H 2.409 3.481 -0.012
H 3.733 1.127 0.442
H 2.693 1.429 -0.792
C -2.962 1.693 -5.780
C -3.556 0.826 -4.670
C -4.909 1.424 -4.256
C -3.769 -0.592 -5.218
C -2.643 0.758 -3.450
C -1.439 1.427 -3.371
C -0.656 1.309 -2.234
Br 0.935 2.348 -2.275
C -1.002 0.533 -1.128
O -0.167 0.447 -0.058
C -2.257 -0.134 -1.187
C -3.014 0.003 -2.341
C -2.824 -0.981 -0.040
C -2.926 -0.116 1.225
C -1.959 -2.230 0.168
C -4.244 -1.486 -0.319
H -3.645 1.709 -6.630
H -2.006 1.300 -6.132
H -2.817 2.725 -5.454
H -5.572 1.476 -5.121
H -4.784 2.433 -3.861
H -5.403 0.819 -3.494
H -4.421 -0.559 -6.093
H -4.235 -1.245 -4.480
H -2.819 -1.040 -5.516
H -1.087 2.050 -4.179
H -3.962 -0.510 -2.387
H -1.990 0.387 1.444
H -3.226 -0.726 2.083
H -3.686 0.655 1.088
H -0.903 -2.007 0.278
H -2.042 -2.889 -0.698
H -2.302 -2.795 1.041
H -4.946 -0.668 -0.484
H -4.590 -2.047 0.552
H -4.281 -2.161 -1.174
O 4.955 -0.053 2.024
C 4.107 -0.845 1.667
O 2.861 -0.759 2.141
C 4.373 -1.949 0.713
C 5.691 -2.413 0.661
C 6.043 -3.464 -0.159
C 5.071 -4.057 -0.957
C 3.768 -3.594 -0.933
C 3.398 -2.535 -0.102
S 1.697 -2.053 -0.228
H 6.425 -1.928 1.290
H 7.063 -3.820 -0.181
H 5.329 -4.881 -1.608
H 3.019 -4.046 -1.570
```